No. 1
DFT (ωB97M-V/def2-TZVPD) results for a molecular structure, C45H34F4MoN10O7 at a distorted geometry.

## Properties
Electronic energy ... -3276.558334 Eh
ΔE to the lowest compared entry with this formula, charge and spin ... 144.7 kJ/mol
Charge ... +2
Max |F| ... 4.480 eV Å⁻¹
Orbital gap (spin up / spin down) ... 5.42 / 3.78 eV
Spin multiplicity ... 3
⟨S²⟩ ... 2.2275

CARTESIAN COORDINATES (ANGSTROEM)
Mo 0.761 -0.442 0.515
F 3.964 -2.161 -3.334
F 1.722 -0.940 -2.844
F 3.316 2.987 -4.964
F 5.619 1.737 -5.508
O 2.299 0.467 1.113
O 3.575 -3.422 -0.861
O -1.138 -0.539 0.244
O 3.096 2.511 0.668
O 0.593 -1.623 1.955
O 2.563 -1.604 -0.006
O -3.046 -1.229 -0.697
N -2.871 4.408 -0.714
N 0.076 3.782 -4.171
N 0.298 -2.181 -0.756
N 0.774 0.718 -0.993
N 6.744 -2.944 -3.102
N 8.228 0.016 -5.784
N -2.285 2.078 -0.822
N -4.540 2.761 -0.308
N 0.108 1.247 1.887
N -3.698 3.063 -2.498
C 3.879 -0.878 -3.715
C 0.785 -2.140 4.947
C 0.138 -2.622 2.575
C 0.307 -3.012 3.926
C 1.034 2.198 1.887
C -0.093 -4.137 8.048
C 1.346 1.799 -3.196
C 1.232 -3.059 -1.168
C 0.931 -4.115 -2.029
C 4.962 -0.227 -4.361
C -0.150 -4.320 4.286
C 0.093 -3.749 6.630
C -4.064 4.086 0.059
C 0.704 2.920 -3.752
C -1.834 3.423 -0.461
C -0.255 -4.647 5.616
C 2.485 1.124 -3.773
C -0.964 -2.347 -1.164
C 2.708 -0.226 -3.446
C -3.216 4.387 -2.132
C 4.681 1.089 -4.833
C -2.921 0.459 3.783
C 0.959 3.387 2.614
C 2.535 -2.670 -0.645
C -1.856 -1.301 -0.527
C 2.282 1.777 1.151
C 0.929 1.299 -2.009
C -1.084 2.552 3.545
C -0.116 3.569 3.446
C 0.645 -2.519 6.267
C -4.888 2.742 -1.724
C 1.360 -0.791 4.651
C 6.225 -0.846 -4.463
C -3.043 1.601 4.592
C -0.372 -4.256 -2.474
C 3.491 1.738 -4.550
C 6.508 -2.022 -3.745
C -3.497 1.784 -0.049
C -2.149 2.629 4.470
C -0.953 1.382 2.726
C -1.900 0.349 2.876
C -2.660 2.082 -2.242
C 7.309 -0.333 -5.192
C -0.484 -5.350 3.253
C -1.346 -3.359 -2.028
H 0.301 -5.438 2.505
H -0.625 -5.622 5.896
H -3.856 0.790 -0.321
H 1.794 -0.728 3.653
H 0.585 -0.027 4.753
H -4.837 4.831 -0.145
H -5.247 1.749 -2.002
H -1.575 3.436 0.603
H -0.947 3.681 -1.046
H -1.782 2.332 -2.844
H -3.838 1.652 5.317
H -0.607 -6.320 3.729
H -1.420 -5.115 2.745
H -2.333 4.630 -2.727
H -3.637 -0.342 3.884
H -0.636 -5.051 -3.154
H 0.969 -1.843 7.044
H -5.669 3.479 -1.926
H -2.228 3.503 5.098
H -3.253 1.795 1.018
H -2.377 -3.433 -2.337
H -3.994 5.126 -2.328
H -0.545 -3.257 1.986
H -0.281 -3.272 8.678
H 2.133 -0.558 5.382
H -0.910 -4.848 8.147
H -3.024 1.087 -2.515
H 4.420 -3.052 -0.541
H 1.723 -4.779 -2.337
H 0.812 -4.626 8.413
H 1.758 4.104 2.517
H -0.201 4.463 4.046
H -1.797 -0.541 2.274
H -3.827 4.100 1.126

No. 2
DFT (ωB97M-V/def2-TZVPD) results for a molecular structure, C45H35BrN3O2P2RuS3.

## Properties
Electronic energy ... -6596.749912 Eh
ΔE to the lowest compared entry with this formula, charge and spin ... 0.0 kJ/mol
Charge ... 0
Max |F| ... 0.364 eV Å⁻¹
Orbital gap (spin up / spin down) ... 7.92 / 6.31 eV
Spin multiplicity ... 6
⟨S²⟩ ... 8.7677

CARTESIAN COORDINATES (ANGSTROEM)
Ru -0.766 -0.849 0.667
Br 3.335 2.368 0.037
S 0.125 -3.612 -2.229
S 1.315 -3.285 -4.974
S -2.032 -2.662 -0.294
P 0.620 -1.941 2.568
P -1.990 1.445 0.754
O -0.039 -0.160 -1.519
O 1.237 0.170 0.236
N -2.006 -0.828 2.476
N -0.956 -2.193 -3.976
N -1.772 -2.035 -2.884
C 2.235 -0.306 5.950
C 4.238 1.067 -3.765
C 3.237 1.434 -1.613
C -1.057 2.669 1.701
C -3.433 4.137 -1.978
C -1.255 2.822 3.073
C 3.205 0.207 -4.103
C 4.015 -4.206 2.227
C -0.039 3.382 1.069
C -1.649 0.393 -7.192
C -2.882 3.609 -0.821
C -0.465 3.707 3.792
C 3.134 -3.200 2.600
C 0.743 4.269 1.791
C -3.057 0.007 2.769
C -1.838 -1.665 3.555
C -2.749 -1.350 4.530
C 3.576 -5.265 1.447
C 1.801 0.458 3.311
C 2.190 -0.024 -3.194
C -3.456 1.948 -2.977
C -1.396 0.902 -5.926
C -1.162 0.042 -4.865
C -1.673 -0.980 -7.400
C -3.468 1.026 1.750
C 1.066 0.194 -1.020
C -3.726 3.307 -3.052
C -1.447 -1.850 -6.344
C 1.371 -4.312 1.393
C 2.253 -5.316 1.027
C 2.187 0.574 -1.934
C 0.142 -2.983 -3.854
C -3.538 -0.275 4.023
C -2.886 1.416 -1.830
C -1.197 -1.324 -5.089
C 4.250 1.685 -2.524
C 2.619 0.957 5.518
C 1.805 -3.255 2.194
C -1.329 -2.712 -1.888
C 2.405 1.335 4.202
C 0.527 4.436 3.153
C -0.764 -2.703 3.492
C 1.636 -1.187 5.065
C -2.610 2.244 -0.742
C 1.415 -0.811 3.740
H -1.868 -1.376 -8.388
H -4.162 3.723 -3.951
H 3.485 -2.372 3.202
H -0.464 -3.043 4.483
H -1.076 -3.583 2.920
H 5.040 1.263 -4.464
H 2.701 2.319 3.861
H 4.266 -6.045 1.154
H 3.182 -0.293 -5.062
H 1.528 4.821 1.291
H -2.644 0.359 -1.790
H 3.086 1.645 6.212
H -2.663 4.255 0.021
H -2.012 2.241 3.586
H -2.851 -1.832 5.490
H 5.048 -4.159 2.546
H 0.346 -4.339 1.037
H -0.952 0.408 -3.867
H 1.383 -0.696 -3.449
H -4.197 0.624 1.039
H 2.402 -0.605 6.976
H -0.622 3.819 4.857
H 1.910 -6.132 0.404
H -3.672 1.299 -3.815
H -1.375 1.972 -5.761
H -1.454 -2.921 -6.488
H 0.148 3.242 0.010
H -1.827 1.066 -8.021
H 1.139 5.129 3.716
H -4.356 0.222 4.521
H 1.349 -2.173 5.410
H -3.641 5.198 -2.038
H -3.904 1.918 2.205
H 5.045 2.367 -2.257
H 1.643 0.756 2.284

No. 3
DFT (ωB97M-V/def2-TZVPD) results for a molecular structure, C45H35ClN8O7S2SeSiTa at a distorted geometry.

## Properties
Electronic energy ... -6705.113247 Eh
ΔE to the lowest compared entry with this formula, charge and spin ... 358.1 kJ/mol
Charge ... -1
Max |F| ... 3.990 eV Å⁻¹
Orbital gap ... 7.34 eV

CARTESIAN COORDINATES (ANGSTROEM)
Ta -0.146 0.117 0.472
Se -0.321 2.395 0.948
Cl 1.023 -2.066 1.305
S -0.994 -0.603 4.269
S -4.128 -0.001 2.707
Si 2.888 0.872 -1.031
O 1.376 -0.660 1.783
O 0.012 0.194 4.923
O 1.389 -3.040 2.232
O -0.475 -1.913 1.176
O 1.333 0.466 -0.754
O -0.728 -2.012 4.091
O 1.536 -2.219 -0.002
N -0.993 1.490 -2.914
N -3.267 -2.886 -0.336
N -1.270 -3.054 -1.562
N -3.059 1.993 -1.948
N -2.351 0.061 0.885
N -1.036 -0.567 -1.535
N -1.307 0.107 2.865
N -5.964 -0.139 7.481
C 3.022 2.567 -1.829
C -2.461 0.002 2.199
C 5.667 -0.765 -3.604
C -3.264 -1.604 5.452
C -2.314 4.657 -1.699
C 4.039 1.679 2.863
C -4.050 -3.392 0.619
C -4.807 -0.252 6.716
C -4.426 -1.487 6.191
C 0.581 -2.578 -5.419
C 3.908 -2.388 -3.463
C -2.090 -3.465 -0.527
C -1.677 -4.596 0.199
C 5.343 -0.206 2.145
C 2.279 2.866 -2.973
C -3.553 0.079 0.224
C -1.839 2.390 -2.287
C -3.588 4.244 -1.317
C 2.437 4.074 -3.635
C 3.725 -0.323 -2.213
C -2.465 -0.493 5.237
C 3.211 -1.557 -2.596
C -0.190 -0.565 -3.729
C -3.713 -4.463 1.421
C 4.964 0.058 -2.738
C 0.326 -0.211 -4.964
C -3.986 0.859 6.511
C -0.768 0.263 -2.645
C 0.732 -1.241 -5.798
C 4.767 -0.118 0.884
C 0.035 -2.916 -4.191
C 3.934 3.519 -1.377
C 3.475 1.766 1.601
C 5.136 -1.995 -3.967
C -0.934 -1.901 -1.996
C -2.484 -5.080 1.196
C 3.825 0.867 0.589
C 3.349 5.010 -3.167
C -2.822 0.736 5.777
C -3.899 2.908 -1.462
C -0.326 -1.875 -3.352
C 4.099 4.731 -2.036
C -4.619 0.080 1.046
C 4.975 0.690 3.135
C -1.429 3.729 -2.191
H -4.393 -4.807 2.188
H 3.472 5.954 -3.683
H 0.899 -3.357 -6.100
H -5.657 0.057 0.766
H -2.166 -5.924 1.794
H -5.052 -2.355 6.357
H -0.103 -3.943 -3.880
H -2.180 1.591 5.611
H 6.065 -0.984 2.358
H 5.388 1.019 -2.472
H -4.266 1.817 6.930
H 1.548 2.158 -3.344
H -6.363 0.785 7.514
H 5.049 -0.835 0.122
H -0.715 -5.038 -0.026
H -6.657 -0.849 7.314
H 0.407 0.828 -5.253
H 3.482 -3.341 -3.746
H 1.167 -1.011 -6.762
H 2.257 -1.884 -2.213
H -0.425 3.996 -2.476
H 4.526 3.316 -0.493
H -2.969 -2.554 5.027
H -2.014 5.692 -1.595
H 1.843 4.288 -4.515
H -3.556 0.097 -0.851
H 3.733 2.365 3.641
H -5.005 -2.895 0.750
H 4.809 5.458 -1.662
H 6.625 -0.446 -3.995
H -4.316 4.935 -0.917
H 5.679 -2.642 -4.646
H 5.404 0.611 4.126
H -4.876 2.538 -1.169
H 2.718 2.520 1.412

No. 4
DFT (ωB97M-V/def2-TZVPD) results for a molecular structure, C45H36ClINO4S3Sn.

## Properties
Electronic energy ... -4257.959209 Eh
ΔE to the lowest compared entry with this formula, charge and spin ... 61.0 kJ/mol
Charge ... +3
Max |F| ... 0.560 eV Å⁻¹
Orbital gap ... 5.34 eV

CARTESIAN COORDINATES (ANGSTROEM)
I 3.428 -3.024 1.027
Sn -0.065 2.575 -0.883
Cl 5.493 3.402 3.399
S -1.236 5.758 0.926
S 1.869 -1.259 0.688
S -1.946 0.219 -0.985
O 1.344 1.328 0.045
O -1.218 0.923 0.173
O 2.594 -0.270 1.854
O -0.906 4.593 -0.015
N 2.116 3.862 -0.354
C -2.811 -3.463 3.531
C -0.952 -1.307 -2.897
C 0.447 -1.721 1.572
C -3.739 -4.095 1.393
C -2.547 5.161 1.982
C 4.055 0.793 -3.119
C 3.037 0.954 1.608
C 4.350 2.809 2.328
C 4.856 0.491 -0.490
C -5.015 -0.803 1.414
C 5.662 0.041 -1.524
C -7.416 -1.418 0.968
C 0.168 -3.435 -2.731
C 2.354 5.176 -0.418
C 0.066 -3.384 -1.313
C 3.829 3.667 1.295
C 1.044 -5.593 -1.189
C 6.172 -0.296 -3.966
C -2.715 -3.480 0.733
C -0.527 -2.245 -0.693
C 2.649 1.624 0.331
C -5.786 -0.839 -0.861
C -0.649 -2.278 3.618
C -1.723 -2.847 2.880
C 3.240 1.240 -2.092
C -4.526 -0.468 -1.301
C 3.887 1.508 2.527
C 0.512 -4.504 -0.562
C -3.511 -0.311 -0.365
C 3.370 5.794 0.300
C -3.743 -0.461 0.994
C -1.056 -1.249 -1.489
C 3.631 1.095 -0.767
C -0.588 -2.220 0.800
C 4.096 5.040 1.197
C 0.749 -4.571 -3.347
C -0.344 -2.370 -3.501
C 0.437 -1.758 2.990
C 1.176 -5.625 -2.595
C -2.199 6.875 -0.081
C -1.683 -2.836 1.459
C 2.875 3.119 0.433
C 5.282 0.185 -2.856
C -6.049 -1.013 0.499
C -3.794 -4.077 2.802
H -8.186 -1.113 0.261
H 1.602 -6.498 -3.071
H -2.897 5.993 2.593
H -1.535 7.308 -0.826
H -4.615 -4.567 3.310
H 2.294 1.706 -2.339
H -4.341 -0.301 -2.356
H -1.361 -0.499 -3.491
H -2.845 -3.466 4.613
H -6.584 -0.969 -1.581
H 1.269 -1.367 3.557
H 1.357 -6.450 -0.607
H 4.839 5.505 1.832
H 6.611 -0.425 -1.288
H -3.354 4.762 1.369
H -0.693 -2.292 4.700
H 3.549 6.854 0.189
H -5.216 -0.904 2.474
H 6.346 -1.370 -3.884
H 4.221 0.932 3.380
H -4.517 -4.598 0.835
H -0.264 -2.410 -4.580
H -2.128 4.389 2.624
H -2.586 7.663 0.564
H 0.825 -4.596 -4.427
H 3.736 0.927 -4.145
H -2.685 -3.486 -0.349
H 5.739 -0.094 -4.943
H -2.951 -0.276 1.708
H -7.475 -2.504 1.069
H 7.145 0.193 -3.918
H -3.008 6.325 -0.558
H 1.697 5.747 -1.064
H 0.400 -4.510 0.515
H -7.647 -0.985 1.940
H 5.214 0.366 0.526

No. 5
DFT (ωB97M-V/def2-TZVPD) results for 2 unconnected molecules or ions with the total composition C45H36N2O5S2 at a distorted geometry.

## Properties
Electronic energy ... -3018.249695 Eh
ΔE to the lowest compared entry with this formula, charge and spin ... 108.2 kJ/mol
Charge ... 0
Max |F| ... 3.943 eV Å⁻¹
Orbital gap ... 3.70 eV

CARTESIAN COORDINATES (ANGSTROEM)
S -4.464 -1.111 -2.300
S -5.157 0.933 -0.165
O -3.980 -2.378 -1.767
O -4.929 0.412 1.184
O -2.998 1.087 -1.850
O -4.263 -0.783 -3.689
O -5.327 2.333 -0.416
N 2.674 -3.459 -2.977
N 0.684 3.258 4.176
C -8.551 -1.371 -2.196
C 1.759 -3.084 -6.565
C 0.017 5.323 3.066
C 6.128 -4.575 -2.149
C 2.019 2.836 6.152
C 3.795 -4.287 -2.674
C 1.836 -3.608 -5.275
C 4.355 3.428 6.198
C 1.834 -2.925 -1.992
C -6.213 -0.931 -1.871
C 3.243 -1.278 -5.928
C -1.615 6.764 4.104
C 2.456 -1.918 -6.886
C 0.877 0.922 1.336
C 1.278 1.860 2.277
C 5.950 -5.956 -2.150
C 3.234 2.881 6.827
C -1.604 0.750 -1.656
C 1.938 3.338 4.848
C 3.039 3.942 4.240
C -7.858 0.271 -0.554
C 0.380 2.207 3.298
C -3.880 0.254 -1.299
C 1.506 -1.694 0.051
C -6.530 -0.003 -0.885
C 4.260 3.967 4.916
C 2.364 -2.334 -0.829
C -8.866 -0.450 -1.194
C 5.052 -3.731 -2.427
C -0.853 1.552 3.434
C -1.778 5.850 5.146
C 0.449 -2.926 -2.229
C 2.585 -2.941 -4.304
C -0.773 -0.788 0.530
C 0.110 -1.629 -0.206
C -1.155 0.497 2.599
C -1.009 4.689 5.177
C -0.402 -2.387 -1.290
C -7.225 -1.589 -2.570
C -0.125 4.425 4.131
C -0.318 0.172 1.508
C -0.705 6.514 3.076
C 3.305 -1.786 -4.632
C 4.703 -6.511 -2.446
C 3.624 -5.677 -2.717
H 2.641 -6.077 -2.972
H -1.358 -0.142 -2.223
H -1.834 -0.955 0.397
H -0.999 1.601 -1.917
H -1.506 1.819 4.267
H 1.521 0.743 0.475
H -8.085 1.041 0.182
H -9.900 -0.287 -0.913
H 0.062 -3.399 -3.134
H -2.029 -0.119 2.786
H 0.707 5.081 2.256
H 2.376 -1.500 -7.886
H 7.102 -4.138 -1.933
H -1.477 -2.524 -1.400
H 5.176 -2.647 -2.458
H 1.902 -1.244 0.958
H 6.786 -6.609 -1.925
H 3.296 2.479 7.834
H 2.269 2.313 2.230
H -2.500 6.031 5.939
H -1.090 3.970 5.993
H 1.313 -4.527 -5.004
H 1.143 -3.586 -7.308
H -2.203 7.677 4.090
H -6.958 -2.247 -3.392
H 2.932 4.372 3.243
H 3.801 -0.376 -6.174
H 5.310 3.432 6.713
H -0.556 7.233 2.272
H 4.560 -7.587 -2.467
H -9.341 -1.927 -2.692
H 1.122 2.418 6.611
H 5.127 4.404 4.425
H 3.435 -2.363 -0.619
H 3.904 -1.299 -3.861
H -1.528 0.589 -0.580